Formula: C46H50F6N3O3
Source: the OMol25 dataset
Level of theory: the ωB97M-V functional and the def2-TZVPD basis

Each line ends with the Mulliken charge.
Atoms and positions in Å:
C (0.412177, 0.618486, -6.919883)  -0.61
O (0.457976, 0.151726, -5.548907)  -0.35
C (-0.718007, 0.549686, -4.812256)  -0.22
N (-1.176902, -0.643074, -4.039954)  0.18
C (-2.562230, -1.119654, -4.358949)  -0.46
C (-3.318974, -0.938255, -2.915063)  -0.40
N (-2.403355, 0.051418, -2.208014)  -0.31
C (-1.093858, -0.572294, -2.570463)  -0.07
N (-0.159929, -0.968341, -1.738860)  0.09
C (-0.257619, -0.784842, -0.240817)  -0.52
C (0.993573, -1.465016, 0.527581)  -0.73
C (1.742804, -0.463545, 1.534380)  0.02
C (1.016853, -0.283825, 2.945643)  -0.09
O (-0.024136, 0.762914, 2.931763)  -0.30
C (0.121063, 1.405027, 4.217766)  0.17
O (-0.599491, 1.133334, 5.187105)  -0.47
H (-0.589487, 0.364061, -7.435597)  0.30
H (1.198148, -0.002005, -7.490285)  0.24
H (0.678331, 1.731326, -7.028403)  0.27
H (-1.556839, 0.892084, -5.518202)  0.27
H (-0.506319, 1.429700, -4.092933)  0.24
H (-3.185969, -0.508334, -5.095008)  0.20
H (-2.594719, -2.178500, -4.799149)  0.32
H (-4.410206, -0.658693, -3.034826)  0.30
H (-3.033941, -1.909753, -2.391087)  0.27
H (-2.556074, 1.003683, -2.570975)  0.30
H (0.676005, -1.428734, -2.129012)  0.40
H (-1.195554, -1.296652, 0.178985)  0.26
H (-0.335507, 0.317979, 0.034161)  0.34
H (1.750087, -1.739578, -0.303032)  0.30
H (0.711516, -2.448265, 1.049140)  0.35
H (2.796661, -0.875101, 1.764147)  -0.11
H (1.834223, 0.571684, 1.042297)  0.28
H (1.826311, 0.087627, 3.680150)  0.10
H (0.560234, -1.232721, 3.377585)  0.21
H (0.954138, 2.181552, 4.338185)  0.39
F (4.637401, -1.116953, 2.014847)  -0.38
C (5.433618, -0.903755, 3.083046)  0.77
C (4.861972, -0.714415, 4.330648)  -0.36
C (5.682635, -0.499514, 5.433761)  -0.58
C (7.065325, -0.465938, 5.273050)  -0.63
C (7.628864, -0.652795, 4.013251)  -0.33
C (6.808286, -0.878694, 2.912349)  -0.76
H (3.783446, -0.735859, 4.435339)  0.38
H (5.245685, -0.358098, 6.415952)  0.34
H (7.704784, -0.293973, 6.132694)  0.41
H (8.705149, -0.622526, 3.889160)  0.56
H (7.229553, -1.034933, 1.926037)  0.44
F (-3.832055, 1.677004, -4.354706)  -0.07
C (-4.683925, 2.705597, -4.142070)  0.45
C (-6.047887, 2.464465, -4.121010)  -0.43
C (-6.924143, 3.520897, -3.897137)  -0.55
C (-6.425611, 4.807361, -3.707933)  -0.58
C (-5.053588, 5.037774, -3.736352)  -0.66
C (-4.176351, 3.979685, -3.949177)  -0.35
H (-6.417516, 1.457488, -4.278688)  0.51
H (-7.992283, 3.343014, -3.870882)  0.38
H (-7.110090, 5.631742, -3.537841)  0.47
H (-4.667307, 6.040979, -3.592927)  0.37
H (-3.104163, 4.139119, -3.965820)  0.40
F (10.500642, -0.274395, 3.310854)  -0.39
C (11.002764, 0.815597, 3.920718)  0.34
C (11.514232, 0.701796, 5.203411)  -0.26
C (12.037520, 1.826924, 5.831763)  -0.41
C (12.033248, 3.054341, 5.173998)  -0.44
C (11.512168, 3.157012, 3.887623)  -0.41
C (10.998754, 2.030202, 3.254468)  -0.36
H (11.501486, -0.260258, 5.702482)  0.43
H (12.447467, 1.747865, 6.832599)  0.36
H (12.437726, 3.932421, 5.666633)  0.37
H (11.505863, 4.114465, 3.378207)  0.36
H (10.597070, 2.089725, 2.249748)  0.40
F (-9.262249, 3.683672, -1.980303)  -0.29
C (-10.110416, 4.705939, -1.767464)  0.25
C (-11.474687, 4.464697, -1.746792)  -0.40
C (-12.351272, 5.520830, -1.521793)  -0.42
C (-11.853780, 6.807495, -1.330756)  -0.46
C (-10.481832, 7.038353, -1.358557)  -0.51
C (-9.603996, 5.980909, -1.572585)  -0.13
H (-11.843651, 3.458176, -1.905631)  0.41
H (-13.420540, 5.342078, -1.495952)  0.36
H (-12.538686, 7.631440, -1.159637)  0.37
H (-10.096086, 8.041607, -1.213566)  0.36
H (-8.532254, 6.140742, -1.588459)  0.46
F (4.655285, -3.089629, 6.974799)  -0.27
C (5.086475, -4.149818, 6.270733)  0.11
C (4.689778, -5.423240, 6.647281)  -0.45
C (5.132123, -6.520487, 5.915526)  -0.44
C (5.974527, -6.332337, 4.822397)  -0.50
C (6.370151, -5.048939, 4.456762)  -0.45
C (5.919381, -3.950498, 5.181200)  0.20
H (4.040701, -5.550687, 7.505751)  0.42
H (4.821754, -7.520829, 6.196820)  0.37
H (6.322642, -7.189354, 4.254958)  0.37
H (7.029586, -4.904058, 3.607679)  0.39
H (6.209781, -2.944959, 4.905754)  0.25
F (-6.604270, -2.345898, -4.713513)  -0.35
C (-6.078388, -3.559536, -4.473783)  0.25
C (-6.406055, -4.224555, -3.302647)  -0.40
C (-5.865291, -5.482497, -3.057072)  -0.40
C (-4.994656, -6.056514, -3.980157)  -0.46
C (-4.668708, -5.377565, -5.150322)  -0.42
C (-5.217567, -4.124265, -5.402003)  -0.29
H (-7.078872, -3.758758, -2.592043)  0.43
H (-6.121307, -6.014699, -2.147540)  0.39
H (-4.570145, -7.035934, -3.785573)  0.39
H (-3.987440, -5.824186, -5.866482)  0.39
H (-4.981762, -3.585169, -6.312339)  0.48

Force components x, y, z for each atom (eV/Å):
C 0.6 -0.5 -1.3
O -1.6 1.2 -0.3
C 0.6 0.2 0.1
N 0.4 -0.7 0.5
C -1.7 0.0 0.2
C 2.3 -1.1 -0.8
N 0.2 -2.0 1.3
C -2.5 2.5 -2.2
N -1.6 0.8 -0.8
C -0.1 -0.5 2.2
C 0.7 0.4 -0.9
C -0.4 -0.3 0.3
C 1.1 0.3 0.1
O 1.2 0.3 1.9
C -2.2 -0.8 2.3
O 2.3 0.9 -3.7
H 1.3 0.6 1.0
H -1.1 1.1 1.0
H -0.5 -1.6 0.3
H 1.2 -0.7 1.1
H 0.0 -1.3 -1.0
H 1.6 -0.3 0.8
H 0.3 1.4 1.1
H 1.6 -0.4 0.6
H -1.6 1.0 -0.3
H 0.7 -0.6 -0.1
H -0.5 0.3 0.1
H 1.1 0.9 -1.2
H 0.2 -1.4 -0.7
H -0.9 0.3 1.4
H 0.2 1.6 -0.8
H -2.1 0.7 -0.6
H 0.0 -1.5 0.8
H -1.0 -0.8 -1.1
H 0.6 1.1 -0.7
H -0.9 -1.0 -0.7
F 0.2 -0.1 -0.2
C 0.7 0.2 0.9
C -0.2 0.1 -0.1
C 0.2 0.2 -0.2
C -0.1 0.0 0.0
C -0.2 0.0 0.2
C -0.1 -0.1 -0.2
H 0.1 -0.1 0.0
H 0.0 0.0 -0.1
H -0.1 0.0 -0.1
H -0.4 -0.1 0.0
H 0.0 0.0 0.0
F 0.4 -0.4 0.0
C -0.9 1.1 0.2
C 0.1 -0.3 0.0
C 0.3 0.1 -0.1
C 0.0 0.0 0.0
C -0.2 -0.2 0.0
C 0.3 -0.2 0.0
H 0.0 0.0 0.0
H 0.2 0.0 0.0
H 0.1 -0.1 0.0
H 0.0 -0.1 0.0
H 0.0 0.0 0.0
F 0.3 -0.2 -0.2
C 0.4 0.8 0.5
C -0.1 -0.2 0.0
C -0.1 0.2 -0.3
C 0.0 0.0 0.0
C 0.0 -0.2 0.2
C -0.1 -0.1 -0.2
H 0.0 0.0 -0.1
H -0.1 0.0 -0.1
H 0.0 -0.1 -0.1
H 0.0 -0.1 0.0
H 0.0 0.0 0.1
F 0.1 -0.2 0.0
C -0.6 0.7 0.2
C 0.0 -0.2 0.0
C 0.3 0.2 0.0
C 0.0 0.0 0.0
C -0.2 -0.2 0.0
C 0.2 0.0 0.0
H 0.1 0.0 0.0
H 0.1 0.0 0.0
H 0.1 -0.1 0.0
H 0.0 -0.1 0.0
H 0.0 0.0 0.0
F -0.1 0.1 0.1
C 0.3 -0.7 -0.5
C -0.1 0.0 0.2
C 0.2 0.3 -0.2
C 0.0 -0.1 0.0
C -0.2 -0.2 0.2
C 0.0 0.2 0.0
H 0.0 0.0 0.0
H 0.0 0.1 0.0
H 0.0 0.1 0.1
H -0.1 0.0 0.1
H 0.0 -0.1 0.1
F 0.0 0.2 0.0
C 0.3 -0.8 0.2
C -0.1 0.2 0.1
C 0.2 0.1 -0.3
C 0.0 0.0 0.0
C -0.1 0.0 0.2
C 0.1 0.2 -0.1
H 0.0 0.0 -0.1
H 0.0 0.1 -0.1
H -0.1 0.1 0.0
H -0.1 0.1 0.0
H -0.1 0.0 0.0

**E_LUMO**: -3.6133 eV
**Frontier orbital gap**: 6.9 eV
**Charge**: +1
**Spin multiplicity**: 1